# 1
Density functional theory data (wB97M-V/def2-TZVPD) for a 7-piece molecular cluster, C19H42NO13P overall at a distorted geometry.

Geometry as XYZ:
```
76
Properties=species:S:1:pos:R:3:lowdin_charge:R:1
N 35.91937 37.42542 19.50009 0.30
H 35.76626 38.13764 20.34277 0.16
H 36.86714 37.55436 19.16226 0.08
H 35.46838 37.65056 18.68067 0.05
H 35.46741 36.56898 19.65863 0.04
P 32.76626 37.49715 20.02791 -0.35
O 33.44004 36.50263 20.77005 -0.39
O 33.38383 38.86001 20.38653 -0.49
O 31.30952 37.48284 20.18033 -0.45
O 33.07837 37.43701 18.50458 -0.50
O 38.62641 38.88930 20.66966 0.07
C 38.73105 40.09190 20.91706 -0.48
O 38.07406 40.69676 21.97665 -0.02
C 37.17544 39.97270 22.70610 -0.28
C 36.68244 40.63808 24.00825 -0.04
C 39.58276 40.99679 20.12335 0.02
H 37.67734 39.07474 23.02576 0.10
H 36.39726 39.52439 22.08901 0.12
H 35.94822 39.93847 24.55357 0.12
H 35.91992 41.22349 23.81369 0.00
H 37.65144 40.96003 24.48208 0.10
H 40.48415 40.56588 19.74813 0.09
H 39.88163 41.86513 20.61295 0.06
H 38.76671 41.33587 19.46809 0.10
O 37.62793 39.67458 17.90978 0.03
C 36.59672 40.36400 17.75316 -0.51
O 36.15942 40.91871 16.57528 -0.05
C 36.90407 40.55373 15.31768 -0.17
C 36.07101 41.10505 14.07621 -0.09
C 35.53745 40.60604 18.72633 -0.02
H 37.09430 39.51201 15.34641 0.10
H 37.72207 41.25970 15.24603 0.10
H 35.85824 42.34320 14.32882 0.14
H 34.92119 40.62571 14.04576 0.10
H 36.55172 40.84204 13.14848 0.04
H 36.02499 40.52373 19.76843 0.09
H 34.57520 40.01115 18.68804 0.07
H 35.16805 41.70995 18.94489 0.13
O 31.01583 40.39213 13.39157 0.02
C 32.10530 40.69392 13.94018 -0.52
O 32.82715 40.10406 14.88887 -0.02
C 32.22062 39.13310 15.68843 -0.21
C 32.86282 39.08491 17.10775 -0.11
C 32.83708 41.92682 13.50743 -0.02
H 32.41924 38.15401 15.26862 0.11
H 31.13535 39.15264 15.61437 0.12
H 32.03637 38.38062 17.42276 0.10
H 32.84413 39.95891 17.56551 0.02
H 33.87851 38.71251 17.10355 0.06
H 32.07761 42.35211 12.74141 0.11
H 33.64414 41.71068 12.82168 0.06
H 33.00785 42.49387 14.32366 0.05
O 36.15134 32.74159 18.02505 0.05
C 35.92229 33.87510 18.40136 -0.52
O 36.73191 34.95609 18.26891 -0.05
C 38.06987 34.76654 17.70703 -0.22
C 38.75387 36.11938 17.66318 -0.06
C 34.53937 34.20083 18.93583 0.02
H 37.98387 34.14513 16.73415 0.14
H 38.46027 33.96362 18.27385 0.08
H 38.39564 36.85311 16.92795 0.08
H 39.86842 35.82882 17.51812 0.11
H 38.80500 36.54728 18.64241 0.03
H 34.66095 34.59520 19.88340 0.03
H 33.58069 33.48074 18.45922 0.20
H 34.26189 35.07418 18.66496 -0.04
C 37.04070 35.31133 22.43284 -0.05
C 38.02786 34.75662 21.49524 -0.37
O 38.93450 35.63479 21.02385 -0.05
C 38.03974 33.25524 21.27528 -0.02
H 36.04147 35.28430 22.15765 0.05
H 37.09180 36.48900 22.62333 0.13
H 37.01014 34.76255 23.41115 0.10
H 38.98287 32.82875 21.75914 0.11
H 37.88552 32.95550 20.29673 0.02
H 37.12377 32.71833 21.65918 0.10
```

Values from the calculation:
**Relative energy (zero: lowest compared OMol25 entry of this formula, charge and spin)**: 16.60 kcal per mole
**E_LUMO**: 4.1 eV
**Charge**: -2
**Gap between HOMO and LUMO**: 2.98 eV


# 2
Density functional theory data (wB97M-V/def2-TZVPD) for a 2-piece molecular cluster, C2H6O2 overall at a distorted geometry.

Geometry as XYZ:
```
10
Properties=species:S:1:pos:R:3:lowdin_charge:R:1
C 0.00000 0.00000 0.00000 -0.07
C -0.21445 -0.84034 1.24296 -0.25
O -0.32898 -0.24048 2.36634 -0.03
H 1.05392 0.32195 -0.04706 0.09
H -0.63352 0.89042 0.14972 0.08
H -0.26906 -0.46529 -0.96318 0.07
H -0.01919 -1.93901 1.19295 0.11
O 0.93265 -2.87455 4.73237 -0.09
H 1.19541 -3.42952 3.96345 0.04
H -0.01419 -2.66030 4.57160 0.04
```

Values from the calculation:
**Relative energy (zero: lowest compared OMol25 entry of this formula, charge and spin)**: 20.91 kcal per mole
**E_LUMO**: 0.6 eV
**SMILES**: CC=O.O
**Gap between HOMO and LUMO**: 10.83 eV


# 3
Density functional theory data (wB97M-V/def2-TZVPD) for C29H54As2BiN8O5S2 as an isolated structure at a distorted geometry.

Geometry as XYZ:
```
101
Properties=species:S:1:pos:R:3:lowdin_charge:R:1
Bi 0.18118 0.37714 -0.64308 1.80
C -2.36999 -3.49742 -0.85478 0.03
C -1.77245 -2.14214 -0.66379 -0.25
N -0.52204 -1.87992 -0.63797 -0.05
C 0.53727 -2.88557 -0.59611 -0.16
C 1.74573 -2.47220 -1.43416 -0.16
N 2.13269 -1.05833 -1.25114 -0.18
C 3.18182 -0.74522 -0.25606 -0.18
C 2.63859 -0.75451 1.16439 -0.17
N 1.46678 0.12808 1.32826 -0.20
C 1.77285 1.52154 1.74215 -0.19
C 0.48867 2.29092 2.09087 -0.16
N -0.58503 1.80711 1.23667 -0.05
C -1.82145 2.06952 1.35753 -0.25
C -2.43557 3.09613 2.24563 0.02
C -2.71617 1.12869 0.58682 -0.19
C -4.09851 1.20551 0.48558 0.04
C -4.77059 0.14755 -0.11791 0.02
C -4.07393 -0.98074 -0.54206 0.04
C -2.69310 -0.97992 -0.40574 -0.22
N -2.07124 0.07280 0.10289 0.00
H -1.74820 -4.28220 -0.43297 0.09
H -2.48172 -3.69374 -1.92641 0.12
H -3.35516 -3.56427 -0.40125 0.09
H 0.20060 -3.86186 -0.94056 0.13
H 0.79889 -2.97068 0.46237 0.11
H 1.51691 -2.60904 -2.49149 0.13
H 2.57794 -3.13996 -1.19835 0.14
H 2.43723 -0.68982 -2.14692 0.12
H 3.55572 0.25031 -0.50505 0.11
H 4.01751 -1.44509 -0.33405 0.14
H 3.43645 -0.46075 1.84987 0.14
H 2.32292 -1.75698 1.45493 0.11
H 0.79998 -0.34443 1.97842 0.04
H 2.29309 2.01923 0.92069 0.06
H 2.44026 1.51599 2.60580 0.14
H 0.65907 3.36282 1.97717 0.14
H 0.20799 2.10034 3.12973 0.13
H -2.91253 3.86752 1.63468 0.12
H -1.69620 3.57740 2.87986 0.09
H -3.21283 2.65553 2.87175 0.11
H -4.64438 2.05520 0.87228 0.13
H -5.84706 0.18577 -0.22511 0.14
H -4.60394 -1.82525 -0.95925 0.13
C 0.28970 -3.68877 4.42426 -0.19
As -0.79986 -2.19388 3.93386 0.99
C -2.60413 -2.81596 3.75601 -0.19
C -0.75821 -0.93929 5.38201 -0.19
O -0.28886 -1.49538 2.50244 -0.55
H -0.07345 -4.12124 5.35574 0.06
H 1.31707 -3.35465 4.55742 0.05
H 0.24830 -4.43869 3.63644 0.04
H -2.93050 -3.29716 4.67704 0.06
H -2.64881 -3.53719 2.94150 0.04
H -3.25549 -1.97061 3.53979 0.04
H -1.15267 -1.39793 6.28785 0.06
H -1.36612 -0.07404 5.12279 0.04
H 0.27054 -0.62924 5.55816 0.05
C 4.14818 3.19336 -4.01658 -0.24
As 2.96333 4.09673 -2.80878 0.70
C 4.04099 5.11882 -1.59558 -0.24
C 1.91878 5.33105 -3.83888 -0.24
S 1.69858 2.72758 -1.77192 0.00
H 4.76340 3.93077 -4.53103 0.06
H 3.55829 2.63519 -4.74021 0.04
H 4.78383 2.51533 -3.45135 0.04
H 4.65655 5.81515 -2.16396 0.06
H 4.67706 4.44276 -1.02848 0.04
H 3.38888 5.66879 -0.92070 0.05
H 2.58408 6.05193 -4.31281 0.06
H 1.22561 5.84595 -3.17750 0.05
H 1.36857 4.78116 -4.59923 0.04
C -7.97728 2.69112 -7.37635 -0.10
C -7.01375 1.65203 -6.81327 -0.29
S -6.45240 2.15991 -5.20896 0.64
O -7.51298 1.99840 -4.25454 -0.30
O -5.75492 3.41749 -5.32059 -0.30
C -5.19453 0.95976 -4.73595 -0.21
C -3.81845 1.35051 -5.24714 -0.13
N -2.77468 0.59744 -4.53067 0.07
C -2.08238 1.08731 -3.47959 -0.32
N -1.29943 0.15821 -2.94055 0.01
C -1.48020 -0.97638 -3.68126 -0.06
C -2.39339 -0.71849 -4.65146 -0.13
N -2.89237 -1.64559 -5.63535 -0.33
O -2.41873 -2.75943 -5.58722 0.12
O -3.61431 -1.20816 -6.50632 0.12
C -2.20352 2.48447 -2.98035 0.02
H -8.31456 2.36368 -8.35767 0.09
H -7.49006 3.65839 -7.48060 0.08
H -8.84882 2.80060 -6.73350 0.09
H -6.12767 1.53252 -7.44040 0.11
H -7.49150 0.68126 -6.67564 0.11
H -5.49378 -0.03818 -5.05465 0.11
H -5.22958 1.00846 -3.64490 0.10
H -3.63991 2.40046 -5.03504 0.11
H -3.70753 1.19793 -6.31592 0.13
H -0.96450 -1.90542 -3.50880 0.12
H -2.01801 3.20804 -3.77434 0.10
H -1.45376 2.65545 -2.20819 0.04
H -3.19863 2.68622 -2.57891 0.10
```

Values from the calculation:
**Relative energy (zero: lowest compared OMol25 entry of this formula, charge and spin)**: 12.29 kcal per mole
**E_LUMO**: -8.5 eV
**Charge**: +3
**Gap between HOMO and LUMO**: 7.40 eV


# 4
Density functional theory data (wB97M-V/def2-TZVPD) for a 2-piece molecular cluster, C9H14S overall.

Geometry as XYZ:
```
24
Properties=species:S:1:pos:R:3:mulliken_spin:R:1
C 1.37733 1.44943 -1.37882 -0.07
C -0.84110 0.35749 -1.20699 0.05
C 0.53101 0.21763 -1.27771 -0.10
C -1.69946 -0.79743 -1.24156 0.41
C -1.08699 -2.07201 -1.28820 -0.09
C 1.13302 -1.05458 -1.25588 0.45
C 0.27751 -2.21991 -1.28381 0.10
H -1.24943 1.36016 -1.27963 0.02
H -2.78602 -0.71058 -1.28227 0.08
H 2.00843 1.45207 -2.28234 0.01
H 2.12285 1.51978 -0.57890 0.02
H -1.71636 -2.95379 -1.32124 0.00
H 2.20794 -1.15529 -1.35825 0.08
H 0.69606 -3.22241 -1.27851 0.02
H 0.79219 2.36439 -1.43023 0.02
C -1.35991 -0.08971 2.27040 -0.02
C 0.95316 1.33308 2.15237 0.02
S -0.70532 1.48303 2.87771 0.01
H -0.80971 -0.86813 2.80307 0.00
H -2.42293 -0.15144 2.49724 -0.01
H -1.24343 -0.11141 1.18752 0.02
H 1.71146 1.59069 2.88447 0.00
H 1.02961 1.96325 1.27464 -0.01
H 1.08008 0.31569 1.79689 0.01
```

Values from the calculation:
**Multiplicity**: 2
**Relative energy (zero: lowest compared OMol25 entry of this formula, charge and spin)**: 0.00 kcal per mole
**E_LUMO (alpha / beta)**: 3.2 / 3.2 eV
**Charge**: -1
**Gap between HOMO and LUMO (alpha / beta)**: 2.62 / 6.73 eV


Please write out number 4 again, unchanged.
Density functional theory data (wB97M-V/def2-TZVPD) for a 2-piece molecular cluster, C9H14S overall.

Geometry as XYZ:
```
24
Properties=species:S:1:pos:R:3:mulliken_spin:R:1
C 1.37733 1.44943 -1.37882 -0.07
C -0.84110 0.35749 -1.20699 0.05
C 0.53101 0.21763 -1.27771 -0.10
C -1.69946 -0.79743 -1.24156 0.41
C -1.08699 -2.07201 -1.28820 -0.09
C 1.13302 -1.05458 -1.25588 0.45
C 0.27751 -2.21991 -1.28381 0.10
H -1.24943 1.36016 -1.27963 0.02
H -2.78602 -0.71058 -1.28227 0.08
H 2.00843 1.45207 -2.28234 0.01
H 2.12285 1.51978 -0.57890 0.02
H -1.71636 -2.95379 -1.32124 0.00
H 2.20794 -1.15529 -1.35825 0.08
H 0.69606 -3.22241 -1.27851 0.02
H 0.79219 2.36439 -1.43023 0.02
C -1.35991 -0.08971 2.27040 -0.02
C 0.95316 1.33308 2.15237 0.02
S -0.70532 1.48303 2.87771 0.01
H -0.80971 -0.86813 2.80307 0.00
H -2.42293 -0.15144 2.49724 -0.01
H -1.24343 -0.11141 1.18752 0.02
H 1.71146 1.59069 2.88447 0.00
H 1.02961 1.96325 1.27464 -0.01
H 1.08008 0.31569 1.79689 0.01
```

Values from the calculation:
**Multiplicity**: 2
**Relative energy (zero: lowest compared OMol25 entry of this formula, charge and spin)**: 0.00 kcal per mole
**E_LUMO (alpha / beta)**: 3.2 / 3.2 eV
**Charge**: -1
**Gap between HOMO and LUMO (alpha / beta)**: 2.62 / 6.73 eV


Among the records above, which one has the highest relative energy (zero: lowest compared OMol25 entry of this formula, charge and spin)? C2H6O2